# 1
This record from the Open Molecules 2025 dataset describes a molecular structure, C37H53BFeN8OS4 in a non-equilibrium geometry. The level of theory is ωB97M-V/def2-TZVPD.

Structure (XYZ):
```
105
Properties=species:S:1:pos:R:3
Fe 2.00010 0.18787 -0.35845
C 0.23473 -2.80633 -4.39026
C -0.49591 -1.88991 -3.46450
C -1.76253 -1.43299 -3.72273
C -2.35749 -0.48849 -2.85596
N -1.79296 -0.15856 -1.72688
N -0.59920 -0.67062 -1.42945
B -0.02575 -0.46284 -0.05471
N 0.19213 -1.76218 0.72891
N -0.65646 -2.76259 0.50423
C -0.56572 -3.85149 1.21436
C 0.45778 -3.99975 2.18067
C 1.31461 -2.96562 2.43917
C 2.40243 -3.05610 3.45980
C 1.13594 -1.77531 1.68618
S 2.04126 -0.34339 1.91926
C -1.61980 -4.92617 1.00658
C -2.40516 -5.07106 2.32001
C -2.57459 -4.53916 -0.12343
C -0.94779 -6.26397 0.66649
N -0.87642 0.51668 0.74619
N -1.97384 0.04040 1.32394
C -2.81366 0.87313 1.87670
C -2.51551 2.25524 1.94371
C -1.39714 2.75038 1.32893
C -1.02464 4.19653 1.35065
C -0.58445 1.81855 0.64394
S 0.76474 2.20689 -0.31959
C -4.11287 0.30423 2.42897
C -4.31546 -1.13253 1.93819
C -4.04632 0.31880 3.96271
C -5.28218 1.17547 1.94758
C 0.12991 -1.40157 -2.30229
S 1.79207 -1.55559 -1.92605
C -3.68046 0.17656 -3.20364
C -3.51902 0.91900 -4.53841
C -4.77004 -0.89745 -3.32328
C -4.08066 1.17752 -2.11802
H -0.40854 -3.11431 -5.21201
H 0.58243 -3.69084 -3.85425
H 1.11755 -2.30723 -4.79287
H -2.28072 -1.77075 -4.61021
H 0.56725 -4.93156 2.71999
H 2.66517 -4.09512 3.64958
H 2.07837 -2.59891 4.39741
H 3.27941 -2.50329 3.12686
H -2.90097 -4.13559 2.58621
H -1.74861 -5.35600 3.14400
H -3.16577 -5.84540 2.21294
H -3.05817 -3.58413 0.08204
H -3.34052 -5.30751 -0.23562
H -2.03305 -4.44308 -1.06554
H -0.27185 -6.58830 1.45880
H -0.37884 -6.18483 -0.26132
H -1.71267 -7.03055 0.54014
H -3.16556 2.93321 2.48128
H -1.69115 4.75525 2.00440
H -1.08212 4.61411 0.34380
H 0.00649 4.30544 1.68922
H -3.47899 -1.76058 2.24095
H -4.37720 -1.16384 0.84869
H -5.23702 -1.53594 2.35937
H -3.23371 -0.32079 4.31138
H -4.98323 -0.05296 4.37941
H -3.87702 1.32768 4.34397
H -5.25089 1.30851 0.86485
H -5.27299 2.16147 2.41453
H -6.22673 0.69535 2.20448
H -3.24520 0.23972 -5.34695
H -2.74577 1.68520 -4.45704
H -4.45760 1.40559 -4.80666
H -4.55009 -1.61264 -4.11759
H -5.72780 -0.42814 -3.55067
H -4.86957 -1.44564 -2.38446
H -3.34064 1.97403 -2.02901
H -4.15595 0.67871 -1.15151
H -5.04496 1.62399 -2.36476
C 5.48237 -0.88504 -0.35068
O 4.10858 -0.50002 -0.49204
C 3.78899 0.66140 -1.20744
C 4.38738 0.80041 -2.57800
H 5.48908 -1.75772 0.29647
H 6.06384 -0.07989 0.10507
H 5.90753 -1.13986 -1.32129
H 4.14661 -0.10765 -3.13310
H 5.47764 0.91819 -2.55432
H 3.97235 1.64636 -3.11845
N 3.22642 3.51455 -1.97476
C 3.85798 3.47167 -0.78492
S 4.08677 1.98087 0.00769
N 4.24446 4.64109 -0.25318
C 5.30899 5.02486 0.60790
C 6.05967 4.16271 1.39962
C 7.10820 4.66391 2.15732
C 7.40626 6.01591 2.15441
C 6.64576 6.87805 1.37856
C 5.60557 6.38880 0.61277
H 2.60518 2.74135 -2.18620
H 2.87371 4.41224 -2.27478
H 3.85702 5.44676 -0.72436
H 5.83510 3.11089 1.43324
H 7.69744 3.98606 2.76003
H 8.21721 6.40013 2.75759
H 6.86922 7.93616 1.36060
H 5.01820 7.06389 -0.00108
```

Values from the calculation:
Net charge: +1
Spin multiplicity: 2
HOMO energy (alpha / beta) (eV): -9.032 / -8.744
Maximum force (eV Å⁻¹): 1.73
Calculated total energy (Ha): -4836.12809
<S²>: 1.082



# 2
This record from the Open Molecules 2025 dataset describes a molecular structure, C37H53N2O4SSe4TeTl in a non-equilibrium geometry. The level of theory is ωB97M-V/def2-TZVPD.

Structure (XYZ):
```
103
Properties=species:S:1:pos:R:3
Tl -1.41007 1.07712 0.52284
C 2.36242 -4.20092 -4.16768
C 1.39054 -4.89796 -3.21305
C 0.23220 -5.46456 -4.05281
C 2.13396 -6.06453 -2.54490
C 0.82148 -3.93992 -2.17007
C 1.09707 -2.58199 -2.13229
C 0.41208 -1.73855 -1.27094
Se 0.73298 0.15089 -1.49863
C 2.14206 0.81990 -0.35322
C 3.26024 1.34428 -0.98431
C 4.19470 2.08201 -0.27600
C 3.90797 2.34110 1.07059
C 2.79026 1.87256 1.73145
C 1.86426 1.01296 1.03340
O 0.84949 0.47245 1.59208
C 2.45763 2.33986 3.15033
C 3.53999 3.24186 3.75323
C 2.26844 1.13850 4.08969
C 1.15738 3.15978 3.09306
C 5.43140 2.71302 -0.91200
C 5.61027 2.28432 -2.36988
C 5.28774 4.24375 -0.88135
C 6.69613 2.30536 -0.14118
C -0.65946 -2.17441 -0.42775
O -1.44343 -1.36584 0.16312
C -0.80070 -3.60965 -0.34238
C -0.10376 -4.40760 -1.23099
C -1.75868 -4.31835 0.63479
C -2.93917 -4.90277 -0.15560
C -2.32141 -3.41668 1.73979
C -1.00739 -5.45885 1.34595
H 2.72656 -4.91701 -4.90952
H 1.86912 -3.38315 -4.69491
H 3.22035 -3.80059 -3.62461
H 0.60753 -6.14299 -4.82711
H -0.47063 -6.01628 -3.42742
H -0.31165 -4.65141 -4.53634
H 2.51611 -6.75712 -3.30242
H 2.97480 -5.69123 -1.95774
H 1.47584 -6.62407 -1.87888
H 1.84022 -2.13638 -2.78182
H 3.36755 1.16524 -2.04685
H 4.60012 2.97244 1.61541
H 4.50093 2.72635 3.82424
H 3.66752 4.15287 3.16381
H 3.23505 3.53484 4.76106
H 3.20641 0.58534 4.18931
H 1.94937 1.47829 5.08113
H 1.51056 0.47550 3.68081
H 1.26979 4.00606 2.41156
H 0.33161 2.54192 2.74254
H 0.90475 3.54048 4.08918
H 4.77702 2.62869 -2.98393
H 6.52947 2.71839 -2.77285
H 5.67906 1.19778 -2.44881
H 4.37628 4.54366 -1.40033
H 5.22922 4.61299 0.14334
H 6.14191 4.72600 -1.36974
H 6.81251 1.22005 -0.15740
H 7.58341 2.75892 -0.59526
H 6.64958 2.62427 0.90051
H -0.29115 -5.47709 -1.20905
H -3.49126 -4.09970 -0.64597
H -2.59305 -5.60071 -0.92199
H -3.62622 -5.43401 0.51221
H -2.95557 -2.63389 1.33860
H -2.91330 -4.02558 2.43362
H -1.51565 -2.93484 2.29377
H -0.66007 -6.22396 0.64990
H -0.14027 -5.05823 1.87391
H -1.66510 -5.94121 2.07526
Se -3.79568 2.59734 -2.90600
Se -4.37654 4.65976 -3.56397
Te -0.78587 4.73319 -2.54847
Se -1.66632 2.52934 -2.08890
O -3.29120 0.38855 -1.18340
N -4.12431 -0.55679 -0.86648
C -4.48922 -1.43279 -1.82385
C -5.45689 -2.38419 -1.62245
C -6.07281 -2.45260 -0.37362
C -5.65928 -1.59091 0.61481
C -4.65018 -0.63169 0.40213
S -4.13552 0.41363 1.64407
H -3.98084 -1.29733 -2.76659
H -5.71903 -3.05579 -2.42731
H -6.85648 -3.17700 -0.18962
H -6.09540 -1.61318 1.60252
C -4.73690 5.26365 2.73634
N -4.07545 4.56743 1.65653
C -4.92826 3.84865 0.72815
C -2.73504 4.63773 1.44122
C -1.93831 5.47034 2.42533
O -2.16592 4.07538 0.51522
H -5.70714 4.79931 2.90442
H -4.90367 6.32220 2.50084
H -4.16563 5.19459 3.66149
H -5.53186 4.54192 0.13428
H -5.56746 3.15034 1.26847
H -4.29940 3.27607 0.05920
H -2.35654 6.47374 2.52239
H -0.92056 5.53563 2.05236
H -1.92765 4.99570 3.40839
```

Values from the calculation:
Net charge: -2
Spin multiplicity: 1
HOMO energy (alpha / beta) (eV): -1.173 / -1.406
Maximum force (eV Å⁻¹): 1.59
Calculated total energy (Ha): -12296.62028